[1]
Formula: C2H11O3S
Source: OMol25
Level of theory: ωB97M-V/def2-TZVPD

- F_max (Eh/bohr) = 0.088
- charge = -1
- HOMO (eV) = -3.11
- HOMO-LUMO gap (eV) = 6.639
- energy relative to the best compared isomer or geometry (same formula, charge and spin) (eV) = 1.778

Atoms and positions in Å:
C1 0.840 0.245 -0.939
C2 0.029 -0.662 -0.058
S1 -1.715 -0.980 -0.745
H1 0.306 1.247 -0.926
H2 1.011 -0.084 -1.994
H3 1.777 0.287 -0.560
H4 -0.232 -0.165 0.952
H5 0.406 -1.704 0.062
H6 2.132 0.680 2.089
H7 0.947 0.921 1.169
O1 1.496 1.352 1.751
H8 -0.580 1.258 -2.722
H9 -1.850 0.808 -2.534
O2 -1.377 1.682 -2.733
H10 -0.693 -0.910 2.482
H11 -1.467 -2.174 1.963
O3 -1.029 -1.801 2.742


[2]
Formula: C4H4O2Yb
Source: OMol25
Level of theory: ωB97M-V/def2-TZVPD

- F_max (Eh/bohr) = 0.091
- charge = 0
- HOMO (eV) = -5.11
- HOMO-LUMO gap (eV) = 3.216
- energy relative to the best compared isomer or geometry (same formula, charge and spin) (eV) = 4.628

Atoms and positions in Å:
H1 3.442 -1.071 -0.275
O1 3.613 -1.892 -1.225
C1 3.055 -1.038 -2.047
C2 2.675 0.056 -1.277
C3 2.615 1.383 -1.239
C4 2.141 2.037 -0.018
O2 2.144 3.251 0.131
Yb1 0.915 4.890 2.115
H2 2.298 -1.450 -2.729
H3 3.063 2.014 -2.012
H4 1.655 1.380 0.732


[3]
Formula: C31H42BMnN7S4
Source: OMol25
Level of theory: ωB97M-V/def2-TZVPD

- F_max (Eh/bohr) = 0.073
- charge = 0
- 2S+1 = 6
- HOMO (spin up / spin down) (eV) = -6.59 / -6.72
- HOMO-LUMO gap (spin up / spin down) (eV) = 6.928 / 6.984

Atoms and positions in Å:
Mn1 3.898 6.865 17.462
C1 8.151 5.555 22.246
C2 7.501 6.809 21.603
C3 8.304 8.046 22.023
C4 6.124 6.800 22.220
N1 7.442 6.788 20.132
C5 8.575 6.379 19.388
C6 8.467 6.884 18.174
N2 7.242 7.607 18.061
B1 6.911 8.521 16.676
N3 6.529 7.636 15.437
C7 6.921 7.973 14.158
C8 6.988 6.911 13.353
N4 6.678 5.801 14.153
C9 6.295 6.237 15.468
S1 5.577 5.295 16.682
C10 6.918 4.424 13.665
C11 8.362 4.209 13.330
C12 5.999 4.151 12.441
C13 6.569 3.292 14.711
N5 6.043 9.781 16.796
C14 6.691 10.878 17.389
C15 5.791 11.841 17.599
N6 4.533 11.318 17.249
C16 4.703 10.071 16.780
S2 3.452 9.041 16.265
C17 3.176 11.934 17.509
C18 2.458 12.210 16.147
C19 3.334 13.292 18.209
C20 2.352 11.092 18.431
C21 6.679 7.553 19.295
S3 5.313 8.383 19.729
H1 7.900 5.507 23.339
H2 9.256 5.534 22.178
H3 7.758 4.621 21.824
H4 8.359 8.053 23.146
H5 7.881 8.993 21.696
H6 9.310 7.939 21.601
H7 6.225 6.310 23.222
H8 5.397 6.169 21.655
H9 5.630 7.754 22.308
H10 9.343 5.870 19.954
H11 9.091 6.828 17.312
H12 8.037 8.926 16.368
H13 7.109 9.025 13.823
H14 7.229 6.891 12.290
H15 8.729 4.696 12.446
H16 8.534 3.129 13.177
H17 9.046 4.402 14.203
H18 6.398 4.619 11.520
H19 5.047 4.602 12.672
H20 5.968 3.056 12.400
H21 7.165 3.483 15.641
H22 6.840 2.283 14.324
H23 5.542 3.341 15.139
H24 7.766 10.847 17.586
H25 5.906 12.826 17.924
H26 3.088 12.978 15.634
H27 1.426 12.650 16.324
H28 2.402 11.362 15.506
H29 3.908 14.015 17.671
H30 3.782 13.148 19.201
H31 2.350 13.741 18.286
H32 1.889 10.253 17.837
H33 1.571 11.771 18.896
H34 2.984 10.601 19.244
C22 3.023 6.517 13.771
C23 1.922 6.222 14.751
C24 0.618 5.945 14.159
C25 -0.444 5.652 14.971
C26 -0.155 5.437 16.376
C27 -1.133 5.094 17.319
C28 -0.849 4.956 18.643
C29 0.440 5.034 19.149
C30 1.504 5.336 18.308
S4 3.056 5.222 18.924
C31 1.183 5.642 16.891
N7 2.242 6.087 16.051
H35 2.470 6.466 12.809
H36 3.709 5.716 13.700
H37 3.571 7.466 13.930
H38 0.535 5.902 13.036
H39 -1.432 5.475 14.502
H40 -2.156 4.941 16.960
H41 -1.719 4.801 19.306
H42 0.648 4.927 20.209


[4]
Formula: C4H6N2
Source: OMol25
Level of theory: ωB97M-V/def2-TZVPD

- F_max (Eh/bohr) = 0.186
- charge = 0
- HOMO (eV) = -9.11
- HOMO-LUMO gap (eV) = 9.742
- energy relative to the best compared isomer or geometry (same formula, charge and spin) (eV) = 6.630

Atoms and positions in Å:
C1 1.666 1.197 -1.475
C2 0.264 1.112 -0.601
C3 -0.397 0.845 0.352
C4 -1.146 0.208 1.614
N1 -1.440 -1.063 1.561
N2 -0.902 -1.936 0.750
H1 2.533 0.559 -0.711
H2 1.926 2.154 -1.381
H3 1.841 0.730 -2.653
H4 -1.666 0.772 2.204
H5 -1.485 -2.829 0.701
H6 -1.194 -1.749 -0.360


[5]
Formula: C6H10N2O2S
Source: OMol25
Level of theory: ωB97M-V/def2-TZVPD

- F_max (Eh/bohr) = 0.086
- charge = 0
- HOMO (eV) = -8.70
- HOMO-LUMO gap (eV) = 9.166
- energy relative to the best compared isomer or geometry (same formula, charge and spin) (eV) = 5.388

Atoms and positions in Å:
C1 0.823 0.560 -0.599
C2 0.108 1.167 -1.732
C3 -1.406 0.906 -1.488
C4 2.139 -0.148 1.298
C5 -1.509 -0.643 -1.213
C6 0.988 -0.978 1.798
N1 1.817 0.592 0.090
N2 -0.626 -1.047 -0.213
O1 -0.877 1.005 1.140
O2 -1.625 -1.126 2.047
S1 -0.679 -0.417 1.258
H1 0.311 2.192 -1.619
H2 0.510 0.899 -2.609
H3 -1.647 1.318 -0.432
H4 -2.045 1.191 -2.377
H5 2.539 0.507 2.160
H6 3.119 -0.708 1.036
H7 -2.497 -0.764 -0.700
H8 -1.409 -1.270 -2.182
H9 0.991 -2.061 1.462
H10 0.976 -1.175 2.875


[6]
Formula: C11H13Br2FO5
Source: OMol25
Level of theory: ωB97M-V/def2-TZVPD

- F_max (Eh/bohr) = 0.072
- charge = 0
- HOMO (eV) = -10.35
- HOMO-LUMO gap (eV) = 10.079

Atoms and positions in Å:
C1 -3.931 0.406 -3.050
C2 -3.603 -1.005 -2.569
O1 -4.432 -1.829 -2.569
O2 -2.336 -1.347 -2.182
C3 -1.697 -0.362 -1.363
C4 -0.752 -1.113 -0.381
C5 0.503 -0.283 -0.011
C6 1.813 -0.833 -0.491
C7 2.250 -2.039 -0.790
F1 1.570 -3.131 -0.728
C8 3.702 -1.888 -1.209
O3 4.379 -2.799 -1.442
O4 4.028 -0.571 -1.278
C9 2.969 0.108 -0.659
O5 3.044 1.203 -0.317
H1 -4.885 0.683 -2.595
H2 -3.174 1.158 -2.815
H3 -4.091 0.349 -4.131
H4 -2.414 0.212 -0.764
H5 -1.080 0.329 -1.957
H6 -0.560 -2.122 -0.747
H7 -1.338 -1.224 0.543
H8 0.523 -0.074 1.070
H9 0.390 0.700 -0.494
Br1 2.401 0.096 4.021
C10 1.907 1.975 3.899
C11 0.417 2.159 4.008
Br2 -0.468 1.663 2.347
H10 2.314 2.348 2.964
H11 2.413 2.459 4.732
H12 0.170 3.207 4.164
H13 -0.033 1.562 4.796


[7]
Formula: C3H10NO4S
Source: OMol25
Level of theory: ωB97M-V/def2-TZVPD

- F_max (Eh/bohr) = 0.133
- charge = -1
- HOMO (eV) = -4.30
- HOMO-LUMO gap (eV) = 7.459
- energy relative to the best compared isomer or geometry (same formula, charge and spin) (eV) = 1.827

Atoms and positions in Å:
O1 -2.091 -0.503 0.713
C1 -1.579 -1.365 0.080
O2 -1.824 -2.593 -0.069
C2 -0.353 -1.030 -0.986
C3 -0.454 0.340 -1.628
S1 1.109 1.093 -2.446
N1 1.030 -1.068 -0.387
H1 -0.470 -1.720 -1.702
H2 -1.174 0.350 -2.476
H3 -0.848 0.989 -0.903
H4 1.938 0.997 -1.379
H5 1.491 -2.029 -0.287
H6 1.104 -0.567 0.509
H7 0.996 2.666 1.840
H8 1.971 1.941 0.795
O3 1.490 2.728 0.944
H9 -0.246 -0.144 1.985
H10 -1.501 -0.099 2.536
O4 -0.588 0.013 2.860


[8]
Formula: C3H8N2O
Source: OMol25
Level of theory: ωB97M-V/def2-TZVPD

- F_max (Eh/bohr) = 0.053
- charge = 0
- HOMO (eV) = -9.08
- HOMO-LUMO gap (eV) = 9.035
- energy relative to the best compared isomer or geometry (same formula, charge and spin) (eV) = 5.284

Atoms and positions in Å:
C1 -0.496 1.047 1.480
C2 0.337 0.433 0.375
N1 -0.221 -0.688 -0.247
C3 0.777 -1.536 -0.889
N2 -0.880 0.318 -1.458
O1 -2.043 0.526 -1.350
H1 -0.613 0.343 2.309
H2 -0.030 1.961 1.854
H3 -1.494 1.304 1.116
H4 1.407 0.389 0.613
H5 0.127 1.227 -0.640
H6 1.352 -2.078 -0.129
H7 0.282 -2.271 -1.528
H8 1.495 -0.976 -1.506